Formula: C2HCrO2
Source: OMol25
Level of theory: ωB97M-V/def2-TZVPD

Summary:
LUMO (spin up / spin down): -0.519 / -0.466 hartree
multiplicity: 4
charge: +2
gap between HOMO and LUMO (spin up / spin down): 10.016 / 10.198 eV
electronic energy: -34582.3261 eV

CARTESIAN COORDINATES (ANGSTROEM)
1 O 3.5481 0.3314 0.2353
2 C 2.4439 0.1997 0.1242
3 O -1.5791 0.8007 -0.0032
4 C -1.7811 -0.4272 -0.1844
5 Cr 0.2059 -0.1448 -0.1307
6 H -2.8377 -0.7598 -0.0412

Calculated atomic charges, method natural (NBO), unit e: O -0.20; C 0.38; O -0.35; C 0.22; Cr 1.62; H 0.32


Formula: C2H8S3
Source: OMol25
Level of theory: ωB97M-V/def2-TZVPD

Summary:
LUMO: 0.019 hartree
SMILES: CSS.CS
multiplicity: 1
energy relative to the best compared isomer or geometry (same formula, charge and spin): 0.404 eV
gap between HOMO and LUMO: 9.483 eV
electronic energy: -34708.9937 eV

CARTESIAN COORDINATES (ANGSTROEM)
1 C 0.0518 -2.5507 -1.1185
2 S 0.7126 -4.2157 -1.5819
3 H -0.0247 -1.8855 -1.9637
4 H 0.8183 -2.0612 -0.5004
5 H -0.7630 -2.6693 -0.4130
6 H 0.1740 -4.1440 -2.8143
7 C -0.7453 3.1822 1.5296
8 S -0.7642 1.3723 1.1530
9 S 1.2507 0.9906 1.1607
10 H -0.2725 3.6636 0.6770
11 H -1.8081 3.4198 1.5115
12 H -0.1778 3.3909 2.4209
13 H 1.5482 1.5070 -0.0611

Results of the natural (NBO) charge analysis, in e, for atoms 1 through 6: C -0.73; S -0.06; H 0.23; H 0.22; H 0.22; H 0.12


Formula: C3H13NO3
Source: OMol25
Level of theory: ωB97M-V/def2-TZVPD

Summary:
LUMO: -0.033 hartree
multiplicity: 1
energy relative to the best compared isomer or geometry (same formula, charge and spin): 4.899 eV
gap between HOMO and LUMO: 8.780 eV
electronic energy: -10949.8725 eV

CARTESIAN COORDINATES (ANGSTROEM)
1 C -0.2400 0.5532 -0.0933
2 O 0.2641 -0.0576 -1.3101
3 C -1.7460 -0.1566 0.0153
4 C -2.5312 0.1225 1.2722
5 N -1.7065 -1.3499 -0.7345
6 H -0.2887 1.6530 -0.2458
7 H 0.3233 0.3202 0.8573
8 H -0.4328 -0.8220 -1.4363
9 H -2.2262 0.5805 -0.9249
10 H -3.5934 -0.1581 1.1331
11 H -2.0497 -0.4901 2.0380
12 H -2.4052 1.0957 1.7039
13 H -2.7593 0.9667 -1.4240
14 H -2.0586 -2.1263 -0.2536
15 H 3.8930 0.0745 0.5836
16 H 5.1739 0.4808 1.3742
17 O 4.2614 0.3617 1.4773
18 H 2.8979 -0.6250 -2.0426
19 H 2.1801 -0.2569 -0.7497
20 O 3.0436 -0.1662 -1.2401

Results of the natural (NBO) charge analysis, in e, for atoms 1 through 6: C -0.09; O -0.79; C 0.20; C -0.68; N -0.74; H 0.19


Formula: C4H6Br2O
Source: OMol25
Level of theory: ωB97M-V/def2-TZVPD

Summary:
LUMO: 0.017 hartree
SMILES: C[C@]1(Br)OC[C@@H]1Br
multiplicity: 1
energy relative to the best compared isomer or geometry (same formula, charge and spin): 1.491 eV
gap between HOMO and LUMO: 10.488 eV
electronic energy: -146376.0685 eV

CARTESIAN COORDINATES (ANGSTROEM)
1 C 0.1574 -0.6322 -1.5248
2 C -0.9339 -0.0250 -0.6525
3 C 0.0348 -0.3044 0.5531
4 C 0.5629 0.7799 1.4177
5 O 1.0010 -0.7864 -0.3681
6 Br -1.2431 1.9097 -0.8628
7 Br -0.5363 -1.9979 1.5949
8 H -0.0686 -1.5788 -1.8612
9 H 0.7303 0.0196 -2.1581
10 H -2.0000 -0.4357 -0.6775
11 H 1.4007 1.3044 0.7998
12 H 1.1637 0.3721 2.2492
13 H -0.2689 1.3746 1.4903

Results of the natural (NBO) charge analysis, in e, for atoms 1 through 6: C -0.09; C -0.31; C 0.33; C -0.70; O -0.54; Br -0.01


Formula: C6H12N2
Source: OMol25
Level of theory: ωB97M-V/def2-TZVPD

Summary:
LUMO: 0.038 hartree
SMILES: C[C@@]12CNC[C@]1(C)N2
multiplicity: 1
energy relative to the best compared isomer or geometry (same formula, charge and spin): 6.362 eV
gap between HOMO and LUMO: 9.507 eV
electronic energy: -9390.4881 eV

CARTESIAN COORDINATES (ANGSTROEM)
1 C 2.0545 -0.0437 0.3948
2 C 0.5666 0.2968 0.6397
3 C -0.2693 -1.0265 0.9893
4 C -0.1875 -0.3743 -1.3919
5 C -0.2743 0.7513 -0.4790
6 C -1.6886 1.0848 -0.1215
7 H 2.1821 -1.0545 0.0135
8 H 2.4996 0.1111 1.4462
9 H 2.7500 0.6143 -0.1889
10 H -1.1603 -1.0361 1.6980
11 H 0.4537 -1.7311 1.5093
12 H -0.5709 -2.5475 -0.7502
13 H -0.8722 -0.4336 -2.3216
14 H 0.8300 -0.5842 -1.7782
15 H -1.8404 0.7052 1.0379
16 H -2.4781 0.4145 -0.8120
17 H -1.7771 2.3385 -0.2793
18 H -0.1705 2.3191 0.6176
19 N -0.6346 -1.4951 -0.4317
20 N 0.5872 1.6910 0.2081

Results of the natural (NBO) charge analysis, in e, for atoms 1 through 6: C -0.63; C 0.04; C -0.23; C -0.22; C -0.04; C -0.64


Formula: C3H5NO4
Source: OMol25
Level of theory: ωB97M-V/def2-TZVPD

Summary:
LUMO: 0.011 hartree
SMILES: NC(C(=O)O)=C(O)O
multiplicity: 1
energy relative to the best compared isomer or geometry (same formula, charge and spin): 1.268 eV
gap between HOMO and LUMO: 8.269 eV
electronic energy: -12871.6075 eV

CARTESIAN COORDINATES (ANGSTROEM)
1 C 0.8913 -0.1983 -0.3978
2 C -1.4068 0.6459 -0.0922
3 C -0.3158 -0.3491 0.1894
4 N -0.6109 -1.3922 1.0564
5 O 1.9203 -1.0496 -0.0694
6 O 1.2099 0.7668 -1.3186
7 O -0.9571 1.9229 -0.1223
8 O -2.5794 0.3507 -0.2365
9 H 0.3909 1.0786 -1.7533
10 H 2.6435 -0.7841 -0.6662
11 H -0.0533 2.0195 0.2434
12 H 0.2234 -1.8239 1.4496
13 H -1.3561 -1.1872 1.7174

Results of the natural (NBO) charge analysis, in e, for atoms 1 through 6: C 0.53; C 0.75; C -0.14; N -0.81; O -0.68; O -0.70